(A)
{
  "formula": "C5H17N2O",
  "method": "ωB97M-V with the def2-TZVPD basis set",
  "charge": 1,
  "homo_energy_ev": -12.2,
  "lumo_energy_ev": -3.192,
  "gap_ev": 9.047,
  "elements": ["N", "C", "C", "N", "C", "C", "C", "H", "H", "H", "H", "H", "H", "H", "H", "H", "H", "H", "H", "H", "H", "H", "H", "H", "O"],
  "positions_angstrom": [[-1.1927, 1.2910, -2.5329], [-1.8384, 0.4035, -1.4427], [-0.8151, -0.6730, -0.9069], [-0.0902, -0.2425, 0.2411], [-0.1907, -1.1672, 1.3153], [0.8941, -1.0677, 2.4173], [2.2834, -1.3110, 1.9951], [-1.8603, 1.3779, -3.1954], [-1.0419, 2.1834, -2.0331], [-0.3153, 1.0233, -2.9683], [-2.2357, 1.0671, -0.6785], [-2.6647, -0.1245, -1.9231], [-1.6144, -1.4976, -0.6802], [-0.0441, -0.7774, -1.5384], [0.9317, 0.0015, 0.1810], [-0.0183, -2.4004, 0.8445], [-1.3222, -0.9366, 1.5912], [0.5249, -1.7364, 3.1682], [0.6994, -0.1308, 2.9371], [2.4911, -2.3622, 1.7968], [3.0960, -0.7121, 2.5650], [2.4059, -0.9259, 0.9624], [1.2165, 3.2542, -1.0870], [0.3967, 2.5187, -0.0672], [0.3042, 2.9448, -0.9614]]
}

=====

(B)
{
  "formula": "C5H17N2O",
  "method": "ωB97M-V with the def2-TZVPD basis set",
  "charge": 1,
  "homo_energy_ev": -13.2,
  "lumo_energy_ev": -3.195,
  "gap_ev": 9.980,
  "elements": ["N", "C", "C", "N", "C", "C", "C", "H", "H", "H", "H", "H", "H", "H", "H", "H", "H", "H", "H", "H", "H", "H", "H", "H", "O"],
  "positions_angstrom": [[-2.2931, 0.9563, 0.2010], [-1.2483, 1.7332, -0.5535], [0.1025, 0.8649, -0.7479], [0.0516, -0.2452, 0.1725], [-0.1904, -0.5339, 2.5828], [0.7678, -0.0710, 1.4674], [2.1775, -0.6588, 1.4419], [-1.8643, 0.1433, 0.6982], [-2.7064, 1.4931, 0.9678], [-2.9301, 0.5894, -0.4960], [-0.8753, 2.5255, 0.1064], [-1.7419, 2.1698, -1.4331], [0.9080, 1.5200, -0.3111], [0.0803, 0.7569, -1.8364], [0.3473, -1.1391, -0.2938], [0.5053, -0.7936, 3.4317], [-0.6456, -1.4978, 2.2511], [-0.9133, 0.1943, 2.9474], [0.8671, 1.0184, 1.6677], [2.6167, -0.6913, 2.4080], [2.2623, -1.6672, 0.9841], [2.8822, -0.3398, 0.6850], [0.9213, -1.0336, -4.5362], [0.9319, -2.5833, -4.1014], [0.6879, -1.6858, -3.8678]]
}

=====

The most stable arrangement is (B), and the next structure is 124.8 kJ/mol less stable.

=====

(A)
{
  "formula": "C5H17N2O",
  "method": "ωB97M-V with the def2-TZVPD basis set",
  "charge": 1,
  "homo_energy_ev": -11.9,
  "lumo_energy_ev": -3.208,
  "gap_ev": 8.696,
  "elements": ["C", "N", "C", "C", "N", "C", "C", "H", "H", "H", "H", "H", "H", "H", "H", "H", "H", "H", "H", "H", "H", "H", "H", "H", "O"],
  "positions_angstrom": [[-0.8051, -0.3834, -0.7803], [0.2136, -1.2794, -1.3245], [0.7930, -0.9606, -2.6108], [-0.3782, 0.1105, 0.5952], [-1.0947, 1.4394, 0.9234], [0.8393, -1.3810, 2.3011], [-0.5016, -0.9001, 1.7411], [-0.9673, 0.4292, -1.4772], [-1.7019, -0.9963, -0.7270], [0.8219, -1.7239, -0.6563], [1.7522, -0.4258, -2.6234], [0.0798, -0.3958, -3.2059], [0.9794, -1.8614, -3.1992], [0.6678, 0.3659, 0.4587], [-1.5325, 1.3482, 1.8357], [-1.8042, 1.5360, 0.1992], [-0.4661, 2.2395, 0.8089], [1.1692, -0.7902, 3.1482], [1.5718, -1.3772, 1.4794], [0.8727, -2.4565, 2.4709], [-1.0831, -1.7525, 1.3655], [-1.1406, -0.5157, 2.5456], [1.6284, 2.5173, -1.0517], [0.4755, 3.3964, -1.1308], [0.6880, 2.5083, -0.7815]]
}

=====

(B)
{
  "formula": "C5H17N2O",
  "method": "ωB97M-V with the def2-TZVPD basis set",
  "charge": 1,
  "homo_energy_ev": -13.2,
  "lumo_energy_ev": -3.271,
  "gap_ev": 9.886,
  "elements": ["N", "C", "C", "N", "C", "C", "C", "H", "H", "H", "H", "H", "H", "H", "H", "H", "H", "H", "H", "H", "H", "H", "H", "H", "O"],
  "positions_angstrom": [[-1.4393, 0.4770, 0.6256], [-1.0471, -0.7870, 1.2842], [0.4996, -0.8961, 1.2760], [1.0688, -0.2531, 0.0702], [1.4755, -1.1484, -1.1542], [0.3339, -1.0831, -2.1648], [2.4252, 0.3606, 0.4792], [-0.7472, 0.6070, -0.1131], [-2.4067, 0.6219, 0.4254], [-1.0573, 1.3061, 1.1758], [-1.3680, -0.9626, 2.3151], [-1.3195, -1.5579, 0.7303], [0.6868, -1.9931, 1.2633], [1.1519, -0.6487, 2.1552], [1.4221, -2.2579, -0.8127], [2.4843, -0.7201, -1.4496], [0.4294, -1.9105, -2.8730], [-0.6211, -1.0324, -1.7483], [0.4484, -0.2166, -2.8191], [2.1681, 1.4092, 0.7278], [3.2552, 0.3370, -0.2014], [2.8191, 0.0999, 1.5345], [-2.8725, 3.5689, -0.3075], [-4.1450, 3.6359, 0.1269], [-3.6446, 3.0439, -0.5459]]
}

=====

(C)
{
  "formula": "C5H17N2O",
  "method": "ωB97M-V with the def2-TZVPD basis set",
  "charge": 1,
  "homo_energy_ev": -13.2,
  "lumo_energy_ev": -2.677,
  "gap_ev": 10.506,
  "elements": ["N", "C", "C", "N", "C", "C", "C", "H", "H", "H", "H", "H", "H", "H", "H", "H", "H", "H", "H", "H", "H", "H", "H", "H", "O"],
  "positions_angstrom": [[-2.8321, -0.5464, -0.0329], [-2.1586, 0.6324, 0.4098], [-0.9188, 0.9163, -0.4440], [-0.0396, -0.2779, -0.4198], [1.4747, -1.8652, 0.6616], [0.6928, -0.5975, 0.9336], [1.5583, 0.5999, 1.2192], [-3.2398, -0.4672, -0.9526], [-0.5033, -1.1367, -0.7021], [-3.4341, -1.0611, 0.5802], [-1.8506, 0.5394, 1.4393], [-2.7723, 1.5394, 0.4202], [-0.3864, 1.7818, -0.1075], [-1.3008, 1.0188, -1.4519], [0.7089, -0.0860, -1.0690], [1.8640, -2.1959, 1.6243], [2.2201, -1.7064, -0.1167], [0.8525, -2.6961, 0.3178], [-0.1375, -0.7682, 1.5673], [2.2581, 0.8580, 0.4277], [0.9886, 1.4860, 1.5013], [2.1670, 0.4466, 2.1158], [1.0078, 1.6821, -2.8672], [2.3308, 0.8891, -2.7128], [1.4501, 1.0146, -2.3415]]
}

=====

The most stable arrangement is (C), and the next structure is 120.8 kJ/mol less stable.

=====

(A)
{
  "formula": "C6H11NS",
  "method": "ωB97M-V with the def2-TZVPD basis set",
  "homo_energy_ev": -9.0,
  "lumo_energy_ev": 0.879,
  "gap_ev": 9.837,
  "smiles": "SC1(C2CC2)CNC1",
  "elements": ["S", "C", "C", "C", "C", "C", "N", "C", "H", "H", "H", "H", "H", "H", "H", "H", "H", "H", "H"],
  "positions_angstrom": [[-1.6796, -1.7749, 0.1050], [-0.6624, -0.2792, -0.1476], [0.7551, -0.6613, -0.5469], [1.7624, -1.0316, 0.5393], [1.8632, 0.3086, -0.1837], [-1.2907, 0.8962, -0.9648], [-1.0680, 1.7551, 0.2632], [-0.8813, 0.6212, 1.0935], [-0.9575, -2.4534, -0.8465], [0.8671, -1.2708, -1.4456], [1.5545, -1.0956, 1.6312], [2.4351, -1.8362, 0.2032], [1.6381, 1.1786, 0.3618], [2.5384, 0.4527, -0.9986], [-2.3181, 0.6349, -1.2357], [-0.7067, 1.2836, -1.8182], [-1.8658, 2.3662, 0.5968], [-0.1360, 0.6107, 1.8780], [-1.8478, 0.2953, 1.5154]]
}

=====

(B)
{
  "formula": "C6H11NS",
  "method": "ωB97M-V with the def2-TZVPD basis set",
  "homo_energy_ev": -8.5,
  "lumo_energy_ev": -0.003,
  "gap_ev": 8.526,
  "smiles": "CC(=S)[C@H]1CN[C@H]1C",
  "elements": ["C", "C", "S", "C", "C", "N", "C", "C", "H", "H", "H", "H", "H", "H", "H", "H", "H", "H", "H"],
  "positions_angstrom": [[1.7531, 1.0079, -0.8377], [1.3643, -0.2616, -0.2987], [2.0293, -1.3285, 0.5957], [-0.0871, -0.5793, -0.8097], [-1.0730, -1.7832, -0.3202], [-2.1474, -0.6067, -0.1390], [-1.0103, 0.3950, 0.0772], [-0.3752, 0.7833, 1.4616], [2.2147, 0.6821, -1.9774], [0.9013, 1.7539, -1.1673], [2.5985, 1.5196, -0.0303], [-0.2645, -0.3324, -1.9597], [-1.2383, -2.5791, -1.0040], [-0.3919, -2.1031, 0.6927], [-2.5760, -0.6808, 0.7221], [-1.0946, 1.5123, -0.2864], [-0.2408, -0.1135, 2.0706], [0.7595, 1.1639, 1.0990], [-1.1215, 1.5503, 2.1116]]
}

=====

(C)
{
  "formula": "C6H11NS",
  "method": "ωB97M-V with the def2-TZVPD basis set",
  "homo_energy_ev": -8.9,
  "lumo_energy_ev": 0.832,
  "gap_ev": 9.710,
  "elements": ["C", "C", "C", "C", "C", "C", "H", "H", "H", "H", "H", "H", "H", "H", "H", "H", "H", "N", "S"],
  "positions_angstrom": [[1.9883, -1.2950, -0.1055], [1.0788, 0.9984, 0.5696], [0.0377, 0.1570, 1.3678], [-0.4838, -0.5668, 0.2490], [0.3539, -0.0147, -1.0238], [0.2736, 1.4607, -0.5334], [1.4609, -1.7052, 0.9606], [3.1712, -1.4311, 0.2511], [1.9896, -2.2044, -0.9546], [1.6945, 1.9564, 0.8629], [-0.8746, 0.6583, 1.9046], [0.2566, -0.2937, 2.4412], [-0.5911, -1.5998, 0.4166], [-2.3208, 0.8615, -0.0788], [-0.1719, -0.3796, -2.0347], [1.0124, 2.1374, -1.1706], [-0.5268, 2.0207, -0.2387], [1.7163, 0.1206, -0.4104], [-2.2878, -0.3314, -0.1643]]
}

=====

The most stable arrangement is (A), and the next structure is 310.4 kJ/mol less stable.

=====

(A)
{
  "formula": "C4H4N4",
  "method": "ωB97M-V with the def2-TZVPD basis set",
  "homo_energy_ev": -9.2,
  "lumo_energy_ev": 0.341,
  "gap_ev": 9.517,
  "elements": ["C", "C", "C", "C", "H", "H", "H", "H", "N", "N", "N", "N"],
  "positions_angstrom": [[-1.2999, 0.1349, -0.7332], [-0.0655, 0.0084, -1.8362], [1.0193, -0.2837, 2.0042], [-0.3655, -0.0454, 0.4859], [-2.1538, -0.6539, -0.7211], [-1.9052, 1.1506, -1.0278], [0.1144, 0.3934, -2.8247], [1.3388, 0.0017, 3.1243], [1.0729, -0.0631, -1.2298], [0.9222, -0.0590, 0.0861], [1.6649, -0.2001, 0.9152], [-0.3427, -0.3838, 1.7571]]
}

=====

(B)
{
  "formula": "C4H4N4",
  "method": "ωB97M-V with the def2-TZVPD basis set",
  "homo_energy_ev": -10.4,
  "lumo_energy_ev": -0.156,
  "gap_ev": 10.196,
  "smiles": "[H]/N=C(\\C#N)CNC#N",
  "elements": ["H", "N", "C", "C", "N", "C", "N", "C", "N", "H", "H", "H"],
  "positions_angstrom": [[-1.0694, 2.3953, 0.7370], [-1.3983, 1.4342, 0.5839], [-0.4686, 0.5761, 0.7761], [1.0650, 0.9631, 0.8894], [2.0453, 1.3661, 1.3679], [-0.4538, -0.8891, 0.4345], [0.5207, -0.9323, -0.6977], [0.0802, -0.5219, -1.9204], [-0.3000, -0.3825, -3.0040], [-1.4500, -1.2329, 0.1433], [-0.0391, -1.4653, 1.2669], [1.4680, -1.3109, -0.5769]]
}

=====

The most stable arrangement is (B), and the next structure is 247.9 kJ/mol less stable.

=====

(A)
{
  "formula": "C3H8N4O2",
  "method": "ωB97M-V with the def2-TZVPD basis set",
  "homo_energy_ev": -10.0,
  "lumo_energy_ev": 0.916,
  "gap_ev": 10.913,
  "smiles": "N#[N+][O-].CCCO.N#N",
  "elements": ["N", "N", "O", "C", "C", "C", "O", "H", "H", "H", "H", "H", "H", "H", "H", "N", "N"],
  "positions_angstrom": [[1.0018, 1.3555, -3.2131], [0.7561, 0.2658, -3.0794], [0.3927, -0.8234, -2.8656], [0.7808, -1.6508, 0.9801], [0.0036, -0.3629, 1.3059], [-1.4333, -0.3931, 0.6624], [-1.9322, 0.8306, 0.3432], [0.1440, -2.4871, 0.9671], [1.1022, -1.4707, -0.0551], [1.6833, -1.7910, 1.5379], [0.5216, 0.5512, 1.0456], [-0.1636, -0.3589, 2.4838], [-1.4258, -1.0783, -0.1188], [-2.0325, -0.8002, 1.5123], [-2.1740, 1.3789, 1.1046], [1.6664, 3.6717, -0.9130], [1.1088, 3.1627, -1.6978]]
}

=====

(B)
{
  "formula": "C3H8N4O2",
  "method": "ωB97M-V with the def2-TZVPD basis set",
  "homo_energy_ev": -8.2,
  "lumo_energy_ev": 0.618,
  "gap_ev": 8.770,
  "smiles": "CN(N)/N=C(/N)C(=O)O",
  "elements": ["C", "N", "N", "N", "C", "N", "C", "O", "O", "H", "H", "H", "H", "H", "H", "H", "H"],
  "positions_angstrom": [[-0.1839, -2.1882, -0.0059], [0.5423, -0.9183, -0.1861], [1.7756, -1.2250, -0.8210], [-0.0847, -0.0013, -0.9504], [-0.6619, 0.9687, -0.2912], [-1.4367, 1.9094, -0.9406], [-0.4631, 1.1583, 1.2329], [-1.3299, 1.0335, 2.0628], [0.7476, 1.6815, 1.4923], [-0.3915, -2.6840, -0.9619], [-1.1410, -2.0033, 0.4943], [0.3844, -2.8752, 0.6319], [1.7541, -0.7967, -1.7476], [2.5305, -0.7510, -0.3264], [-1.8002, 2.6522, -0.3542], [-1.0038, 2.2487, -1.7920], [0.7621, 1.7905, 2.4631]]
}

=====

The most stable arrangement is (B), and the next structure is 29.9 kJ/mol less stable.

=====

(A)
{
  "formula": "C6H6N2O2",
  "method": "ωB97M-V with the def2-TZVPD basis set",
  "homo_energy_ev": -9.7,
  "lumo_energy_ev": 0.490,
  "gap_ev": 10.174,
  "smiles": "O=c1cc[nH]c(=O)[nH]1.C#C",
  "elements": ["O", "C", "C", "C", "N", "C", "O", "N", "H", "H", "H", "H", "C", "C", "H", "H"],
  "positions_angstrom": [[0.0012, 2.3833, -0.2061], [-0.7131, 1.3957, 0.1355], [0.0186, 0.0785, 0.3305], [-0.5757, -1.0575, 0.1703], [-1.9535, -1.1819, -0.0464], [-2.7178, -0.0826, -0.0279], [-3.8581, -0.1562, -0.3577], [-2.0997, 1.1297, 0.2553], [1.1979, 0.0800, 0.1903], [-0.1526, -2.0794, -0.0554], [-2.4958, -2.0857, -0.2453], [-2.6606, 2.0397, 0.1682], [4.3993, -0.5897, -0.0668], [3.6908, 0.3962, -0.2444], [5.0626, -1.3169, 0.0215], [2.8563, 1.0465, -0.0216]]
}

=====

(B)
{
  "formula": "C6H6N2O2",
  "method": "ωB97M-V with the def2-TZVPD basis set",
  "homo_energy_ev": -9.0,
  "lumo_energy_ev": -1.209,
  "gap_ev": 7.791,
  "elements": ["C", "C", "C", "C", "C", "C", "H", "H", "H", "H", "H", "H", "N", "N", "O", "O"],
  "positions_angstrom": [[-0.7612, -0.5518, -1.1272], [-1.2660, 0.5019, -0.4960], [-0.6603, 1.1703, 0.6131], [0.7366, 0.6257, 1.0791], [1.3929, -0.2154, 0.2434], [0.6969, -0.9816, -0.8158], [-0.9614, -2.1097, -2.3119], [-2.4970, -1.2601, -2.2720], [-2.1060, 1.0278, -1.1500], [0.7437, 1.5523, 2.8933], [2.2731, 0.8859, 2.4915], [2.3714, -0.6199, 0.7119], [-1.2361, -0.9879, -2.2650], [1.0705, 0.8125, 2.3919], [-0.9980, 2.1219, 1.4138], [1.2009, -1.9719, -1.4001]]
}

=====

The most stable arrangement is (A), and the next structure is 79.0 kJ/mol less stable.